C48H36FeOP2S4Si | ωB97M-V/def2-TZVPD

E_tot: -5754.7302 hartree

Geometry as ORCA input:
```
! RIJCOSX wB97M-V def2-TZVPD def2/J DEFGRID3
* xyz -1 2
Fe -0.827 1.068 -0.248
C -3.255 1.923 2.556
Si -2.076 0.709 1.704
C -3.162 -0.848 1.528
C -4.147 -1.254 2.431
C -4.887 -2.401 2.210
C -4.652 -3.179 1.079
C -3.683 -2.796 0.173
C -2.959 -1.624 0.392
P -1.575 -1.053 -0.660
C -2.130 -1.393 -2.359
C -3.479 -1.319 -2.696
C -3.879 -1.440 -4.017
C -2.937 -1.630 -5.017
C -1.588 -1.681 -4.692
C -1.185 -1.550 -3.376
C -0.465 -2.473 -0.282
C -0.231 -3.557 -1.120
C 0.527 -4.635 -0.684
C 1.043 -4.654 0.602
C 0.798 -3.583 1.454
C 0.054 -2.506 1.012
C -0.874 0.429 3.177
C -1.265 0.005 4.448
C -0.355 -0.071 5.488
C 0.975 0.292 5.285
C 1.386 0.719 4.038
C 0.460 0.797 2.997
P 0.869 1.262 1.283
C 1.003 3.092 1.289
C 0.767 3.855 2.426
C 0.783 5.243 2.353
C 1.043 5.874 1.148
C 1.287 5.114 0.011
C 1.267 3.734 0.078
C 2.639 0.778 1.210
C 3.679 1.690 1.057
C 4.998 1.254 1.036
C 5.295 -0.091 1.167
C 4.263 -1.008 1.326
C 2.951 -0.574 1.342
H -3.571 1.490 3.504
H -4.132 2.133 1.950
H -2.766 2.869 2.770
H -4.346 -0.662 3.313
H -5.652 -2.697 2.918
H -5.227 -4.081 0.910
H -3.487 -3.403 -0.704
H -4.222 -1.144 -1.926
H -4.930 -1.374 -4.266
H -3.252 -1.723 -6.048
H -0.843 -1.795 -5.469
H -0.130 -1.540 -3.134
H -0.636 -3.571 -2.122
H 0.713 -5.462 -1.356
H 1.625 -5.500 0.943
H 1.185 -3.590 2.464
H -0.143 -1.678 1.687
H -2.290 -0.292 4.623
H -0.676 -0.416 6.464
H 1.685 0.234 6.099
H 2.421 0.994 3.870
H 0.537 3.372 3.367
H 0.581 5.829 3.240
H 1.041 6.954 1.088
H 1.466 5.599 -0.940
H 1.412 3.146 -0.823
H 3.470 2.746 0.958
H 5.795 1.977 0.916
H 6.324 -0.426 1.144
H 4.481 -2.063 1.420
H 2.154 -1.297 1.454
O -3.281 6.384 -4.062
C -2.875 5.455 -3.411
S -2.124 4.013 -4.117
C -1.831 3.179 -2.603
C -2.211 3.804 -1.479
S -2.008 3.092 0.091
S -2.967 5.378 -1.644
S -1.077 1.624 -2.563
C 0.780 0.333 -1.129
C 1.677 -0.261 -1.704
C 2.646 -0.985 -2.459
C 3.146 -2.208 -2.003
C 4.058 -2.923 -2.759
C 4.488 -2.436 -3.984
C 3.994 -1.225 -4.450
C 3.082 -0.506 -3.699
H 2.795 -2.594 -1.057
H 4.433 -3.869 -2.391
H 5.199 -2.997 -4.575
H 4.320 -0.841 -5.408
H 2.690 0.436 -4.058
*
```